A 8-piece molecular cluster, C18H30Br12F2O6 overall. Source: the Open Molecules 2025 dataset; level of theory: ωB97M-V with the def2-TZVPD basis set.

ORCA input file:
```
! wB97M-V def2-TZVPD RIJCOSX def2/J DEFGRID3
* xyz 0 1
O 4.98 -0.93 -1.34
C 4.35 -1.61 -2.10
O 3.36 -1.21 -2.81
C 2.61 -2.30 -3.21
C 3.66 -3.37 -3.28
F 4.16 -3.50 -4.54
O 4.64 -2.92 -2.38
H 1.83 -2.49 -2.48
H 2.21 -2.01 -4.18
H 3.32 -4.31 -2.84
O -2.37 0.28 3.32
C -3.14 0.13 2.35
O -4.04 0.99 1.92
C -5.02 0.25 1.25
C -4.28 -0.96 0.67
F -3.67 -0.64 -0.47
O -3.28 -1.09 1.70
H -5.66 -0.15 2.04
H -5.52 0.87 0.51
H -4.93 -1.82 0.50
Br 1.61 1.01 -4.83
C 2.54 2.64 -4.15
C 3.04 2.38 -2.75
Br 4.08 3.90 -2.01
H 1.90 3.52 -4.24
H 3.40 2.85 -4.79
H 3.66 1.49 -2.60
H 2.21 2.29 -2.05
Br -2.08 -2.48 6.04
C -1.50 -3.67 4.50
C -0.11 -3.29 3.99
Br 0.49 -4.68 2.77
H -2.30 -3.52 3.76
H -1.47 -4.69 4.87
H 0.72 -3.28 4.69
H -0.07 -2.28 3.59
Br 1.62 -0.89 6.46
C 1.54 0.99 5.97
C 0.22 1.35 5.20
Br -1.29 1.50 6.55
H 2.46 1.20 5.42
H 1.70 1.58 6.88
H -0.09 0.65 4.43
H 0.39 2.25 4.60
Br -0.36 -3.44 -5.22
C -1.04 -1.59 -5.42
C -2.53 -1.66 -5.10
Br -3.43 0.10 -5.67
H -0.87 -1.31 -6.46
H -0.53 -0.95 -4.69
H -2.64 -1.88 -4.04
H -3.05 -2.44 -5.66
Br -2.35 3.53 0.02
C -0.93 4.44 1.13
C -0.39 5.52 0.21
Br 0.55 4.66 -1.33
H -0.21 3.70 1.51
H -1.49 4.88 1.95
H 0.39 6.14 0.66
H -1.19 6.13 -0.21
Br 1.22 -0.42 2.34
C 1.09 -0.47 0.38
C 0.07 0.54 -0.02
Br -0.47 0.24 -1.96
H 0.82 -1.49 0.12
H 2.04 -0.21 -0.08
H 0.31 1.60 0.07
H -0.87 0.37 0.51
*
```

## Properties
E_tot: -877382.3946 eV
E_LUMO: 0.06 eV
gap between HOMO and LUMO: 9.84 eV

Formally, the Mulliken partial charges of the atoms, in units of the elementary charge, are as follows:
1. O -0.529
2. C 0.537
3. O -0.016
4. C -0.094
5. C 0.324
6. F -0.305
7. O -0.365
8. H 0.222
9. H -0.037
10. H 0.324
11. O -0.435
12. C 0.518
13. O -0.257
14. C -0.589
15. C 0.300
16. F -0.240
17. O -0.213
18. H 0.354
19. H 0.314
20. H 0.300
21. Br -0.173
22. C -0.391
23. C -0.121
24. Br -0.108
25. H 0.359
26. H 0.397
27. H 0.259
28. H -0.239
29. Br -0.180
30. C -0.575
31. C -0.020
32. Br -0.156
33. H 0.309
34. H 0.445
35. H 0.286
36. H -0.177
37. Br -0.121
38. C -0.643
39. C -0.157
40. Br -0.161
41. H 0.382
42. H 0.460
43. H -0.163
44. H 0.369
45. Br -0.169
46. C 0.058
47. C -0.754
48. Br -0.184
49. H 0.470
50. H -0.366
51. H 0.401
52. H 0.470
53. Br -0.110
54. C -0.688
55. C -0.576
56. Br -0.076
57. H 0.350
58. H 0.397
59. H 0.380
60. H 0.353
61. Br -0.097
62. C -0.455
63. C 0.024
64. Br -0.044
65. H 0.403
66. H 0.328
67. H 0.205
68. H -0.310



One molecule with the formula C6H5NO2. Source: the Open Molecules 2025 dataset; level of theory: ωB97M-V with the def2-TZVPD basis set.

ORCA input file:
```
! wB97M-V def2-TZVPD RIJCOSX def2/J DEFGRID3
* xyz 0 1
O -0.25 -0.86 -2.98
N -0.33 0.28 -2.51
C -0.11 0.21 -1.06
C 1.08 -0.21 -0.53
C 1.21 -0.29 0.88
C 0.23 0.08 1.67
O 0.36 0.01 3.08
C -1.01 0.44 1.17
C -1.20 0.51 -0.15
H 2.08 -0.51 -1.20
H 2.20 -0.82 1.24
H -0.31 0.26 3.57
H -1.76 0.76 1.96
H -1.98 0.77 -0.70
*
```

## Properties
E_tot: -11883.9013 eV
relative energy (zero: lowest compared OMol25 entry of this formula, charge and spin): 4.643 eV
E_LUMO: -0.52 eV
gap between HOMO and LUMO: 8.76 eV

Formally, the Mulliken partial charges of the atoms, in units of the elementary charge, are as follows:
1. O -0.227
2. N -0.351
3. C 0.606
4. C -0.171
5. C -0.335
6. C 0.723
7. O -0.491
8. C -0.446
9. C -0.745
10. H 0.184
11. H 0.253
12. H 0.252
13. H 0.185
14. H 0.563



One molecule with the formula C9H11NO3S. Source: the Open Molecules 2025 dataset; level of theory: ωB97M-V with the def2-TZVPD basis set.

ORCA input file:
```
! wB97M-V def2-TZVPD RIJCOSX def2/J DEFGRID3
* xyz 0 1
C -1.79 2.54 2.04
C -1.60 1.58 0.91
O -3.17 1.39 0.24
S -1.00 0.04 1.48
C -0.85 -1.07 0.04
C 0.52 -1.28 -0.45
C 1.43 -2.01 0.30
C 2.73 -2.26 -0.21
C 3.12 -1.61 -1.37
C 2.21 -0.86 -2.15
C 0.95 -0.65 -1.67
N -0.81 2.08 -0.19
O 0.18 2.67 0.19
O -1.15 1.87 -1.33
H -2.30 3.54 1.64
H -2.30 1.98 2.84
H -0.78 2.56 2.59
H -3.39 2.09 -0.37
H -1.58 -0.53 -0.76
H -1.17 -1.99 0.32
H 1.21 -2.44 1.30
H 3.30 -2.76 0.49
H 4.17 -1.70 -1.60
H 2.67 -0.34 -3.09
H 0.15 -0.01 -2.01
*
```

## Properties
E_tot: -27973.9185 eV
relative energy (zero: lowest compared OMol25 entry of this formula, charge and spin): 5.979 eV
E_LUMO: -0.20 eV
gap between HOMO and LUMO: 8.97 eV

Formally, the Mulliken partial charges of the atoms, in units of the elementary charge, are as follows:
1. C -1.232
2. C 0.604
3. O -0.555
4. S -0.106
5. C -1.217
6. C 0.792
7. C -0.226
8. C -0.699
9. C -0.246
10. C -0.618
11. C -0.344
12. N 0.962
13. O -0.585
14. O -0.531
15. H 0.287
16. H 0.364
17. H 0.358
18. H 0.303
19. H 0.398
20. H 0.646
21. H 0.281
22. H 0.418
23. H 0.348
24. H 0.243
25. H 0.357



C49H41BiI2N6OS3 as an isolated structure. Source: the Open Molecules 2025 dataset; level of theory: ωB97M-V with the def2-TZVPD basis set.

ORCA input file:
```
! wB97M-V def2-TZVPD RIJCOSX def2/J DEFGRID3
* xyz 2 1
Bi -22.28 -10.01 -5.14
I -20.71 -11.11 2.31
C -20.83 -10.91 0.21
C -20.33 -11.93 -0.61
C -20.32 -11.71 -1.95
I -19.44 -13.00 -3.32
C -20.85 -10.50 -2.48
O -20.75 -10.34 -3.80
C -21.39 -9.53 -1.66
C -22.12 -8.35 -2.27
N -23.33 -8.84 -3.04
C -24.23 -9.72 -2.23
C -23.91 -11.19 -2.32
C -24.15 -11.99 -1.26
C -23.87 -13.37 -1.34
C -23.40 -13.84 -2.56
C -23.19 -12.95 -3.58
N -23.47 -11.64 -3.49
C -21.39 -9.76 -0.31
H -19.89 -12.82 -0.11
H -21.49 -7.77 -2.97
H -22.35 -7.76 -1.42
H -23.81 -8.00 -3.41
H -25.23 -9.58 -2.56
H -24.17 -9.44 -1.17
H -24.52 -11.59 -0.35
H -24.04 -14.12 -0.54
H -23.34 -14.92 -2.64
H -22.81 -13.34 -4.51
H -21.76 -9.01 0.42
N -20.92 -8.30 -5.65
S -19.90 -7.89 -6.62
N -20.12 -8.23 -8.24
S -19.36 -9.29 -9.06
N -19.33 -10.75 -8.52
S -20.67 -11.56 -7.93
N -21.17 -11.36 -6.55
C -21.81 -11.34 -9.23
C -21.71 -11.98 -10.46
C -22.75 -11.81 -11.37
C -23.84 -11.04 -11.09
C -23.90 -10.40 -9.90
C -22.94 -10.54 -8.95
C -20.17 -13.26 -8.29
C -21.15 -14.26 -8.18
C -20.77 -15.54 -8.43
C -19.41 -15.84 -8.73
C -18.45 -14.83 -8.74
C -18.86 -13.51 -8.53
C -17.65 -8.89 -9.25
C -17.40 -7.62 -9.82
C -16.05 -7.30 -10.02
C -14.99 -8.14 -9.60
C -15.29 -9.39 -9.06
C -16.61 -9.79 -8.94
C -20.15 -9.17 -10.66
C -19.43 -9.84 -11.64
C -19.90 -9.74 -12.95
C -21.08 -9.02 -13.17
C -21.74 -8.34 -12.19
C -21.30 -8.41 -10.87
C -19.72 -6.08 -6.57
C -19.65 -5.29 -7.72
C -19.46 -3.92 -7.50
C -19.38 -3.40 -6.22
C -19.54 -4.24 -5.13
C -19.78 -5.58 -5.28
C -18.26 -8.32 -6.18
C -17.18 -7.49 -6.37
C -15.90 -7.98 -6.06
C -15.79 -9.25 -5.47
C -16.85 -10.12 -5.41
C -18.11 -9.65 -5.72
H -20.87 -12.55 -10.76
H -22.72 -12.35 -12.31
H -24.61 -10.96 -11.87
H -24.76 -9.73 -9.72
H -23.08 -10.09 -8.00
H -22.18 -14.00 -8.11
H -21.53 -16.32 -8.44
H -19.13 -16.87 -8.94
H -17.41 -15.14 -9.02
H -18.16 -12.69 -8.60
H -18.20 -7.02 -10.20
H -15.79 -6.35 -10.50
H -13.98 -7.79 -9.71
H -14.45 -10.06 -8.76
H -16.89 -10.78 -8.60
H -18.54 -10.42 -11.38
H -19.35 -10.21 -13.75
H -21.50 -9.12 -14.18
H -22.64 -7.77 -12.47
H -21.84 -7.96 -10.04
H -19.76 -5.70 -8.72
H -19.35 -3.28 -8.40
H -19.24 -2.36 -6.12
H -19.55 -3.79 -4.15
H -19.89 -6.20 -4.38
H -17.32 -6.45 -6.65
H -15.09 -7.31 -6.16
H -14.81 -9.60 -5.14
H -16.73 -11.10 -5.02
H -19.02 -10.27 -5.67
*
```

## Properties
E_tot: -116993.5677 eV
relative energy (zero: lowest compared OMol25 entry of this formula, charge and spin): 0.000 eV
E_LUMO: -4.66 eV
gap between HOMO and LUMO: 7.25 eV

These are the Mulliken partial charges, in e, on atoms 1 to 99:
1. Bi 1.814
2. I 0.121
3. C -0.431
4. C -0.172
5. C -0.205
6. I 0.079
7. C -0.301
8. O 0.326
9. C 0.693
10. C -0.894
11. N -0.425
12. C -1.350
13. C 1.052
14. C -0.696
15. C -0.520
16. C -0.621
17. C -0.445
18. N -0.225
19. C -0.600
20. H 0.422
21. H -0.226
22. H 0.694
23. H 0.326
24. H 0.585
25. H 0.352
26. H 0.495
27. H 0.419
28. H 0.447
29. H 0.512
30. H 0.415
31. N -0.725
32. S 1.438
33. N -0.141
34. S 0.820
35. N 0.207
36. S 1.436
37. N -0.637
38. C 0.387
39. C -0.230
40. C -0.867
41. C -0.708
42. C -0.698
43. C -0.563
44. C -0.280
45. C -0.466
46. C -0.726
47. C -0.516
48. C -0.874
49. C 0.368
50. C 0.860
51. C -1.271
52. C -0.774
53. C -0.647
54. C -0.723
55. C -0.204
56. C 0.854
57. C -1.070
58. C -0.838
59. C -0.540
60. C -0.930
61. C -0.041
62. C -0.085
63. C 0.118
64. C -0.742
65. C -0.736
66. C -0.723
67. C -0.239
68. C 0.735
69. C -0.043
70. C -1.103
71. C -0.792
72. C -1.467
73. C 0.207
74. H 0.639
75. H 0.483
76. H 0.441
77. H 0.399
78. H 0.195
79. H 0.596
80. H 0.427
81. H 0.440
82. H 0.385
83. H 0.429
84. H 0.448
85. H 0.452
86. H 0.478
87. H 0.449
88. H 0.323
89. H 0.470
90. H 0.490
91. H 0.392
92. H 0.450
93. H 0.572
94. H 0.354
95. H 0.407
96. H 0.500
97. H 0.440
98. H 0.308
99. H 0.475